ORCA calculation (ωB97M-V/def2-TZVPD) on a molecular structure, C10H16AuN3O2SSe4.

```
37
C10H16AuN3O2SSe4 (ωB97M-V/def2-TZVPD)
Au -0.805 0.284 2.451
O 0.686 -1.419 1.752
N 0.181 -2.280 0.898
C 1.058 -3.053 0.220
C 0.651 -3.982 -0.695
C -0.714 -4.117 -0.946
C -1.594 -3.318 -0.263
C -1.158 -2.375 0.681
S -2.282 -1.390 1.538
H 2.087 -2.852 0.470
H 1.393 -4.571 -1.215
H -1.076 -4.832 -1.673
H -2.660 -3.380 -0.433
Se -2.810 1.716 3.175
Se -1.798 3.283 4.570
Se 0.009 3.841 3.216
Se 1.077 1.762 3.167
C -1.234 2.155 -0.419
N -0.671 1.189 -1.355
C -1.662 0.415 -2.080
C 0.534 0.556 -1.129
O 0.718 -0.615 -1.457
N 1.518 1.292 -0.528
C 2.685 0.584 -0.051
C 1.676 2.720 -0.683
H -2.157 1.761 0.011
H -1.459 3.105 -0.913
H -0.559 2.337 0.415
H -2.408 1.104 -2.482
H -2.161 -0.307 -1.425
H -1.189 -0.123 -2.897
H 2.382 -0.369 0.375
H 3.142 1.177 0.742
H 3.418 0.415 -0.850
H 0.897 3.129 -1.320
H 2.642 2.933 -1.155
H 1.644 3.225 0.287
```

Properties
Multiplicity ... 2
E_HOMO (alpha / beta) ... -3.63 / -4.15 eV
⟨S²⟩ ... 0.758
Net charge ... -1
Strongest force on any atom ... 0.0026 Eh/bohr
E_LUMO (alpha / beta) ... 2.837 / 2.006 eV



ORCA calculation (ωB97M-V/def2-TZVPD) on a single CHN2O2P molecule at a distorted geometry.

```
7
CHN2O2P (ωB97M-V/def2-TZVPD)
N -2.358 -0.597 1.836
C -1.259 -0.705 1.645
P 0.514 -0.627 1.348
N 0.640 1.165 1.586
O 0.666 1.444 2.783
O 0.648 1.969 0.684
H -0.046 -0.268 -0.216
```

Properties
Multiplicity ... 1
E_HOMO ... -11.38 eV
SMILES ... N#CP[N+](=O)[O-]
Strongest force on any atom ... 0.0829 Eh/bohr
E_LUMO ... -0.898 eV



ORCA calculation (ωB97M-V/def2-TZVPD) on a single C24H24N2O4S molecule at a distorted geometry.

```
55
C24H24N2O4S (ωB97M-V/def2-TZVPD)
C 0.954 -5.335 -0.363
O 1.071 -4.166 0.412
C 0.770 -2.970 -0.168
C 0.358 -2.801 -1.484
C 0.081 -1.535 -1.974
C 0.202 -0.415 -1.162
N -0.096 0.891 -1.594
C -1.098 1.069 -2.630
C -2.408 0.464 -2.128
O -2.918 -0.487 -2.690
N -2.940 1.025 -1.024
C -3.927 0.279 -0.271
C -3.210 -0.485 0.844
C -2.241 0.396 1.586
C -1.702 -0.029 2.795
C -0.782 0.746 3.475
C -0.387 1.967 2.951
C -0.915 2.399 1.750
C -1.836 1.620 1.061
C -2.385 2.112 -0.254
S 1.158 2.011 -1.809
O 1.686 1.884 -3.138
O 0.596 3.282 -1.444
C 2.421 1.546 -0.633
C 2.522 2.229 0.562
C 3.499 1.854 1.470
C 4.357 0.808 1.168
C 4.255 0.142 -0.044
C 3.282 0.514 -0.956
C 0.596 -0.591 0.165
C 0.883 -1.846 0.652
H 1.633 -5.319 -1.221
H -0.072 -5.484 -0.714
H 1.230 -6.155 0.299
H 0.243 -3.645 -2.145
H -0.247 -1.438 -2.996
H -1.182 2.142 -2.813
H -0.824 0.587 -3.576
H -4.654 0.981 0.147
H -4.433 -0.408 -0.950
H -2.647 -1.310 0.396
H -3.937 -0.914 1.536
H -2.010 -0.982 3.201
H -0.372 0.400 4.412
H 0.332 2.577 3.479
H -0.613 3.345 1.323
H -3.196 2.830 -0.058
H -1.601 2.638 -0.797
H 1.839 3.039 0.757
H 3.591 2.377 2.410
H 5.115 0.515 1.878
H 4.932 -0.665 -0.277
H 3.181 0.026 -1.912
H 0.658 0.264 0.819
H 1.185 -1.982 1.678
```

Properties
Multiplicity ... 1
E_HOMO ... -8.27 eV
SMILES ... COc1ccc(N(CC(=O)N2CCc3ccccc3C2)S(=O)(=O)c2ccccc2)cc1
Strongest force on any atom ... 0.0233 Eh/bohr
E_LUMO ... 0.466 eV